# C2H2NOP

The molecule C2H2NOP at a distorted geometry (ωB97M-V with the def2-TZVPD basis set, OMol25).

Properties
E_HOMO (alpha / beta) ... -7.3 / -8.3 eV
Energy above the lowest of the compared OMol25 structures with the same formula, charge and spin ... 99.1 kJ/mol
<S²> ... 2.0232
Total energy ... -14927.02337 eV
Multiplicity ... 3
LUMO (alpha / beta) ... -1.31 / -1.73 eV
Molar mass ... 87.0 Da
Gap between HOMO and LUMO (alpha / beta) ... 6.02 / 6.54 eV

Element x y z (Å)
C -0.15612 0.21398 -0.69045
P -0.38637 -2.24727 0.23175
H -0.55563 0.75602 -1.55391
N 0.43260 -0.03774 1.60407
O -0.35479 -1.03586 -0.79817
H 0.72064 1.71558 0.64310
C 0.29967 0.63530 0.56361

---

# C4H12S2

A cluster of 2 separate species, C4H12S2 in total (ωB97M-V with the def2-TZVPD basis set, OMol25).

Properties
E_HOMO ... -8.3 eV
Energy above the lowest of the compared OMol25 structures with the same formula, charge and spin ... 37.0 kJ/mol
Total energy ... -26012.73432 eV
LUMO ... 0.93 eV
Molar mass ... 124.3 Da
Gap between HOMO and LUMO ... 9.24 eV

Element x y z (Å)
C 1.80674 1.46604 0.06574
H 2.57320 1.16123 0.75331
S 1.73132 0.37150 -1.36103
H -0.84056 -1.06005 -0.61148
H -2.59223 -1.45909 -0.55805
C -1.82998 -0.79540 -0.96159
C -1.86084 0.60389 1.33736
H -1.92923 1.55452 1.86135
H -2.54672 -0.13184 1.74716
S -2.20051 0.87383 -0.41472
H 1.60004 -1.13402 0.51582
H 1.99280 2.47602 -0.27646
H 0.84589 1.46806 0.58972
H 2.89530 -1.61138 -0.62063
C 1.88810 -1.23422 -0.52589
H 1.21577 -1.95295 -0.97861
H -0.84167 0.24170 1.47485
H -1.90743 -0.83783 -2.03686

---

# C12H17N2O4P

The molecule C12H17N2O4P at a distorted geometry (ωB97M-V with the def2-TZVPD basis set, OMol25).

Properties
E_HOMO ... -8.6 eV
Total energy ... -33162.29990 eV
LUMO ... -0.83 eV
Molar mass ... 284.3 Da
Gap between HOMO and LUMO ... 7.81 eV

Element x y z (Å)
C 2.03648 2.62087 0.59625
C 0.80962 3.17052 -1.98046
H 2.53410 -2.10841 -2.36246
H 2.17090 -0.28106 -1.98641
H 1.48516 -0.20908 2.46873
O -2.82880 0.54691 -0.01012
H -1.60260 2.66970 -2.02664
C 0.58863 2.13416 1.24308
H 1.53230 -3.06207 1.13746
H 3.16463 3.43180 -1.45949
H 3.00446 2.59105 1.25399
H 0.07214 -1.91054 1.45332
C -1.41869 -1.20661 -0.79973
O -2.79990 2.14725 1.91056
O -1.91793 -2.15652 -1.63824
H -3.12353 -3.16753 0.46098
C 1.14111 -1.96701 0.92564
C 2.12596 3.11050 -0.97353
H 0.57603 -2.74324 -1.14180
C 2.09226 -0.88243 1.70414
H -3.72165 -1.75164 2.24863
N -2.24620 -0.62408 0.32780
H 0.50401 1.74895 2.34566
C -0.63821 2.67450 -1.32655
O -0.04752 -0.70314 -1.04701
H -5.21498 -2.18995 -0.53246
H 0.86718 3.50667 -3.11645
H 3.30167 -1.28375 -0.81325
C 0.96451 -1.71125 -0.68385
H 2.86184 -1.50420 2.37138
H 2.70121 -0.16273 1.01097
N -4.88954 -1.39481 0.06377
C -0.71849 2.16542 0.25400
C 2.34771 -1.35136 -1.48798
C -2.21033 1.64832 0.79931
P -3.50352 -1.79516 0.81074

---

# C7H14N2O3

A cluster of 2 separate species, C7H14N2O3 in total at a distorted geometry (ωB97M-V with the def2-TZVPD basis set, OMol25).

Properties
E_HOMO ... 2.2 eV
Total energy ... -16600.23588 eV
LUMO ... 6.43 eV
Net charge ... -2
Molar mass ... 174.2 Da
Gap between HOMO and LUMO ... 4.21 eV

Element x y z (Å)
H -2.68053 -0.28042 -0.15446
N 0.24235 0.75256 -1.35940
H -1.97065 1.16409 -0.64132
H 0.06622 -1.37204 2.25507
H 2.12809 -1.62822 -1.77607
H -0.71942 2.34454 1.32906
H 0.79263 1.47335 1.31988
O 1.96095 -1.10110 1.06213
H 1.94793 1.36426 -2.27432
H 1.07327 -0.01156 -3.20024
C 0.15977 -0.16956 -0.30946
C -0.92661 -1.05275 1.82389
O -0.58764 1.81651 -1.74796
C 1.43137 0.38041 -2.21645
C -0.20137 1.46149 1.63669
C 2.14435 -0.62796 -1.34866
N 1.42572 -0.44004 0.08025
H -2.71582 1.21173 1.00654
H -0.33340 1.53495 2.72803
O -0.62633 -1.81200 -1.08696
C -0.81398 0.20821 0.89943
H -1.65191 -1.03919 2.62971
C -2.18887 0.60911 0.30245
H 3.21242 -0.26988 -1.23385
H -0.00323 -2.50747 -0.91126
H -1.16531 -2.00900 1.18728

---

# C43H73N7O7

A cluster of 6 separate species, C43H73N7O7 in total at a distorted geometry (ωB97M-V with the def2-TZVPD basis set, OMol25).

Properties
E_HOMO ... -7.9 eV
Energy above the lowest of the compared OMol25 structures with the same formula, charge and spin ... 445.2 kJ/mol
Total energy ... -70530.50884 eV
LUMO ... -1.30 eV
Molar mass ... 800.1 Da
Gap between HOMO and LUMO ... 6.64 eV

Element x y z (Å)
H 5.93355 -14.25690 -26.45583
C 7.93359 -15.69500 -25.69056
H 10.93488 -12.17188 -24.60245
H 11.14739 -7.21019 -26.28665
N 7.01042 -12.07928 -30.53313
H 10.19296 -12.86216 -25.92354
H 10.54393 -10.31504 -23.53119
N 9.80542 -4.89355 -27.88430
H 14.24354 -10.82424 -25.90487
C 10.50730 -11.88289 -25.56254
O 12.04307 -4.58140 -28.23110
H 7.62365 -19.35484 -23.23049
C 14.94667 -10.91910 -21.29481
H 14.60967 -6.49612 -25.30035
H 5.61018 -15.35458 -27.89902
H 8.18481 -8.52435 -25.11154
C 6.32844 -18.40262 -24.71775
H 12.03587 -9.43486 -27.64930
H 6.49127 -11.89313 -31.37926
H 16.21793 -6.79269 -25.65421
H 7.27667 -20.14796 -25.51852
C 9.97640 -9.04597 -26.70801
H 15.09956 -10.26680 -17.64427
H 7.82109 -15.14770 -24.75467
C 6.97160 -11.09126 -29.69943
C 15.38053 -8.30404 -24.31612
H 9.08185 -9.40275 -23.65599
H 7.71386 -12.13444 -26.21166
C 9.25586 -10.96666 -25.22800
C 16.09075 -10.53586 -20.66490
N 16.40974 -9.33631 -24.70647
C 5.61504 -15.23528 -26.81558
H 12.33625 -11.65447 -26.86618
C 7.98069 -11.82692 -25.20056
H 17.96767 -11.45301 -25.64751
H 4.97404 -18.65517 -23.09926
H 12.19847 -10.79076 -25.26722
C 16.15616 -10.43732 -19.32719
H 9.73796 -7.29321 -25.25321
H 14.72661 -7.20466 -27.48255
H 17.89158 -9.61145 -23.64291
H 18.47332 -9.86346 -26.44881
H 10.08072 -12.42013 -17.41609
C 11.17767 -9.90733 -27.17143
C 12.57624 -11.78042 -21.39552
O 12.34395 -11.26901 -17.12473
H 4.56341 -16.22315 -24.34464
O 12.60558 -11.65641 -22.62419
H 9.00399 -4.44475 -27.46431
H 15.37041 -9.55385 -27.91864
N 5.79995 -17.07933 -25.15272
C 15.89477 -7.41970 -23.12155
C 13.74523 -11.25152 -20.58216
H 4.61595 -15.24296 -26.37986
H 8.45738 -18.21606 -24.36318
H 8.07634 -14.94826 -26.47165
C 12.45520 -11.46640 -18.40520
N 8.93453 -9.80978 -26.14784
C 11.42032 -12.22170 -20.53040
H 16.93790 -9.91169 -18.79898
H 10.17461 -7.62045 -28.46526
H 7.53681 -16.91688 -28.08322
H 15.27992 -11.73314 -24.85807
H 10.07582 -5.85028 -27.70636
C 17.72303 -10.64643 -26.33866
C 10.36623 -12.86196 -21.26914
H 8.07925 -13.31050 -18.86047
H 16.78793 -8.59999 -27.62759
H 8.48846 -7.89093 -28.03314
H 13.17712 -8.03950 -24.03697
C 11.30387 -12.04473 -19.16073
C 13.72211 -11.08036 -19.18348
C 11.70834 -11.05949 -26.20299
H 15.26426 -11.93279 -26.61366
H 13.64012 -9.64739 -24.37853
H 5.43848 -20.21160 -23.87995
H 8.32282 -12.22393 -28.72448
H 5.81139 -19.84873 -26.39657
H 14.99074 -11.00629 -22.37038
O 7.87078 -9.10088 -25.81197
H 16.88106 -7.06926 -23.42571
C 14.90574 -10.63474 -18.64099
C 10.12777 -12.52693 -18.48976
C 6.54668 -16.30224 -26.19593
H 15.33583 -6.48759 -23.03865
C 14.82070 -8.00906 -26.75304
C 7.61257 -18.73821 -26.97072
H 5.94715 -17.70897 -27.89902
C 15.93582 -9.06077 -27.12789
H 17.57335 -11.11435 -27.31167
C 9.47148 -8.35941 -28.08101
C 9.20699 -13.29648 -20.60697
C 9.07260 -13.08363 -19.21851
O 17.00208 -9.97209 -23.66078
O 5.48421 -16.32386 -24.09246
H 8.67485 -16.49278 -25.73721
C 16.32661 -10.05712 -26.00489
H 7.80128 -10.69747 -28.03586
H 11.06172 -2.21742 -28.64402
N 10.48483 -2.88747 -28.15583
H 10.88354 -10.50569 -28.03373
C 10.48938 -7.90012 -25.75832
C 5.15808 -19.17079 -24.04178
C 13.94200 -8.77748 -23.79524
C 10.90003 -4.11678 -28.05760
O 6.30741 -10.08879 -29.85646
H 7.67896 -19.49148 -27.75575
H 4.24880 -19.22731 -24.64022
H 13.99212 -8.96742 -22.72309
C 6.65343 -19.34817 -25.91855
H 9.74443 -2.77850 -27.47757
H 16.87498 -10.50228 -21.40670
H 8.48215 -13.78357 -21.24238
C 7.57433 -18.39826 -23.75070
H 8.11658 -12.87937 -24.95158
H 9.05215 -11.10675 -23.07090
C 15.27428 -7.32616 -25.54001
H 11.09268 -8.35135 -24.97058
C 9.48751 -10.40637 -23.78366
H 7.04159 -11.40522 -24.84228
H 8.59197 -18.51907 -26.54544
C 6.86523 -17.41990 -27.38749
H 7.73330 -17.57619 -23.05282
C 15.26260 -11.19871 -25.80791
H 9.29893 -9.18273 -28.77418
N 7.71491 -11.41749 -28.73887
H 13.87958 -8.53684 -26.59863
H 15.95474 -7.89046 -22.14028
H 7.66791 -12.83185 -30.38668
H 10.38706 -12.84752 -22.34884

---

# C6H8NS

The ion C6H8NS with charge +1 at a distorted geometry (ωB97M-V with the def2-TZVPD basis set, OMol25).

Properties
E_HOMO (alpha / beta) ... -10.5 / -13.8 eV
Energy above the lowest of the compared OMol25 structures with the same formula, charge and spin ... 26.7 kJ/mol
<S²> ... 2.0316
Total energy ... -18664.76329 eV
Multiplicity ... 3
LUMO (alpha / beta) ... -5.39 / -7.01 eV
Net charge ... +1
Molar mass ... 126.2 Da
Gap between HOMO and LUMO (alpha / beta) ... 5.13 / 6.78 eV

Element x y z (Å)
H 1.01617 2.57254 -0.20215
H 0.37647 -1.67955 0.22526
C 0.47212 1.69845 -0.52761
H 4.01585 -0.36777 1.43376
C 3.40899 -0.36498 0.57863
H 0.27238 1.70546 -1.61319
C -1.12292 -0.12950 0.20766
N 2.42151 0.23983 0.31444
H -3.17020 -0.44933 -0.55305
C 1.19734 0.39853 -0.08033
H 0.01606 -0.81552 -1.30510
C -2.41816 -0.89825 0.29374
C 0.14818 -0.65970 -0.17697
H -2.33487 -1.90565 0.02749
H -3.07832 -0.88417 1.13315
S -1.22059 1.53960 0.24428